Entry 1:
95
Properties=species:S:1:pos:R:3:lowdin_charge:R:1 method="wB97M-V/def2-TZVPD" lumo_ev="2.58 / 2.48" charge=-1 homo_energy_ev="0.258 / -0.030"
Tl -0.62406 -0.11818 -0.87478 0.347
Cl -2.23466 0.40037 -2.65704 -0.049
N 0.60991 1.25483 -2.33292 -0.003
N -2.66680 0.12424 0.28955 -0.011
C 0.64365 2.46880 -2.83722 -0.341
C -3.63182 0.98834 0.52409 -0.344
C 1.39795 0.33967 -3.23316 -0.545
C 1.51125 1.18650 -4.49091 -0.066
C 0.70100 -1.00611 -3.44090 -0.105
C 2.70282 0.08572 -2.51541 -0.060
H -0.30253 -0.85462 -3.85267 0.028
H 0.63298 -1.57210 -2.49223 0.033
H 1.30722 -1.63317 -4.10766 0.085
H 3.28062 1.00945 -2.37619 0.097
H 3.30688 -0.65266 -3.05282 0.088
H 2.45178 -0.31071 -1.52432 0.028
C -3.22321 -1.26368 0.45922 -0.545
C -4.71870 -0.99795 0.45419 -0.068
C -2.69145 -1.75120 1.78577 -0.071
C -2.75341 -2.21796 -0.64271 -0.112
H -3.05227 -1.83595 -1.62516 0.029
H -3.17386 -3.21716 -0.46887 0.086
H -1.65577 -2.35864 -0.62283 0.026
H -2.99478 -1.10138 2.61702 0.097
H -1.59889 -1.71259 1.72307 0.022
H -3.01368 -2.77845 1.98040 0.090
O -4.85384 0.45719 0.62304 0.000
H -5.25039 -1.49344 1.27615 0.123
H -5.19319 -1.25969 -0.50028 0.128
O 1.13040 2.54777 -4.07899 0.000
H 0.80405 0.87588 -5.27137 0.128
H 2.52448 1.22086 -4.90829 0.123
C 0.37455 3.74791 -2.10987 -0.039
C -3.47969 2.43566 0.87247 -0.039
C -2.90537 3.36014 -0.18328 -0.157
H -2.81632 2.43234 1.75058 0.135
H -4.45646 2.77009 1.23693 0.108
C -1.55133 3.28012 -0.53486 0.000
C -1.04113 3.99648 -1.62535 -0.157
H -0.87756 2.64518 0.04994 0.085
C -1.83565 5.00021 -2.20189 -0.220
C -3.16675 5.15627 -1.79516 -0.006
C -1.25802 5.96600 -3.19808 -0.063
C -3.69513 4.36253 -0.76914 -0.219
H -3.77445 5.96360 -2.22524 0.109
C -5.08026 4.65219 -0.26108 -0.063
H -5.49954 5.51147 -0.79393 0.069
H -5.09240 4.91334 0.80882 0.083
H -5.76914 3.80917 -0.38029 0.083
H -0.40299 6.53047 -2.79397 0.083
H -2.01530 6.70584 -3.47597 0.069
H -0.90288 5.47970 -4.11270 0.083
H 0.74679 4.55605 -2.74793 0.108
H 1.05098 3.70688 -1.24375 0.135
C 3.99378 -0.40837 0.57932 -0.105
C 3.37248 -1.82232 0.67172 -0.571
C 3.41648 -2.48216 -0.73943 -0.112
C 4.29556 -2.65314 1.59700 -0.114
P 1.59516 -1.75913 1.31003 0.876
N 0.65744 -1.27854 0.08590 -0.410
C 1.10969 -3.55480 1.68748 -0.587
C 1.77166 -4.01211 3.00687 -0.110
C -0.38467 -3.83545 1.87502 -0.115
C 1.49710 -4.47349 0.50155 -0.094
C 1.44056 -0.46383 2.68957 -0.593
C 1.72918 0.98701 2.21416 -0.098
C 0.01955 -0.41339 3.28109 -0.098
C 2.42438 -0.80911 3.82589 -0.103
H 4.92341 -0.47423 -0.01152 0.086
H 4.28395 -0.02399 1.56875 0.065
H 3.34556 0.32608 0.08286 0.062
H 4.23151 -2.02846 -1.32792 0.074
H 3.64760 -3.55776 -0.69486 0.061
H 2.47247 -2.35825 -1.28905 0.047
H 4.29879 -2.29502 2.63642 0.058
H 4.06462 -3.72712 1.57974 0.058
H 5.32365 -2.55050 1.21535 0.083
H 1.30596 -3.51631 3.87262 0.068
H 1.59728 -5.09486 3.10701 0.080
H 2.85323 -3.85268 3.04999 0.045
H -0.95900 -3.61608 0.96371 0.064
H -0.51390 -4.91775 2.06595 0.087
H -0.80545 -3.32445 2.75101 0.063
H 1.11302 -4.07272 -0.45230 0.084
H 2.57582 -4.65170 0.43584 0.051
H 1.02043 -5.45826 0.64793 0.082
H 1.10629 1.26787 1.34722 0.052
H 1.48423 1.66935 3.04843 0.081
H 2.78430 1.16244 1.97349 0.048
H -0.31795 -1.39162 3.65442 0.071
H 0.03120 0.27589 4.14444 0.082
H -0.70811 -0.00196 2.56352 0.065
H 2.24040 -1.80818 4.24442 0.057
H 3.47336 -0.72808 3.51022 0.057
H 2.26536 -0.07842 4.63414 0.080



Entry 2:
8
Properties=species:S:1:pos:R:3:nbo_charge:R:1 method="wB97M-V/def2-TZVPD" e_above_lowest_ev=1.095 lumo_ev=-5.03 charge=+1 homo_energy_ev=-15.565
C 0.65675 0.91751 0.48649 -0.218
N -0.47369 -0.32272 -0.40816 -0.827
Br 0.04633 2.71192 0.13147 0.198
H 0.76908 0.63837 1.64287 0.286
H 1.51152 0.76709 -0.05894 0.204
H -0.48841 -1.34953 -0.14662 0.444
H -1.51259 -0.11055 -0.17073 0.459
H -0.12882 -0.27830 -1.41718 0.454



Entry 3:
18
Properties=species:S:1:pos:R:3:nbo_charge:R:1 method="wB97M-V/def2-TZVPD" e_above_lowest_ev=1.713 lumo_ev=-3.04 charge=+1 homo_energy_ev=-13.381
N -1.33947 -0.03754 0.79286 -0.711
C -1.18769 -0.66693 -0.57871 -0.221
C 0.25406 -1.19119 -0.68817 -0.240
N 0.34888 -2.17088 -1.77066 -0.826
H -1.37429 -0.78567 1.47752 0.425
H -0.51153 0.60023 1.03361 0.461
H -2.19913 0.50570 0.88529 0.435
H -1.92222 -1.45827 -0.68799 0.237
H -1.36523 0.12779 -1.29974 0.219
H 0.92885 -0.34329 -0.82548 0.193
H 0.50225 -1.67699 0.25634 0.188
H 0.83384 -1.78020 -2.56050 0.376
H 0.86919 -2.97726 -1.43686 0.380
C 1.16761 2.72716 0.90063 0.046
N 0.77304 1.64511 1.43988 -0.695
H 0.44917 3.52275 0.72770 0.186
H 2.20014 2.86179 0.58415 0.183
H 1.57252 1.09768 1.75012 0.365



Entry 4:
51
Properties=species:S:1:pos:R:3:lowdin_spin:R:1 method="wB97M-V/def2-TZVPD" lumo_ev="0.26 / 0.25" s_squared=0.754 charge=0 multiplicity=2 homo_energy_ev="-8.345 / -8.712"
C -0.87610 1.74141 2.76859 0.000
C -0.96419 1.99441 1.25071 0.000
B -1.12646 0.68796 0.39068 0.000
O -2.19554 0.65592 -0.45619 0.000
C -0.09425 -0.53669 0.40966 0.000
P -0.99365 -2.00925 1.16392 0.000
N -0.76942 -3.25486 -0.00384 0.000
O -2.59407 -1.69502 0.86494 0.000
C 0.33625 -0.73647 -1.08306 0.000
C 1.82977 -0.98583 -1.42347 0.028
C 2.25260 0.06374 -2.47803 0.010
C 1.95840 -2.33931 -2.13596 0.014
N 2.79333 -0.83533 -0.30913 0.379
O 3.94420 -1.33718 -0.57469 0.513
C 2.35009 -1.07155 1.07651 0.028
C 2.24010 -2.55002 1.43557 0.016
C 3.43433 -0.47065 1.99000 0.004
C 1.09478 -0.25966 1.34756 0.001
H -1.13855 0.72592 3.04829 0.000
H -1.45746 2.45626 3.33360 0.000
H 0.15120 1.87037 3.09800 0.000
H -1.81278 2.65099 1.06953 0.000
H -0.09979 2.54290 0.87922 0.000
H -2.29316 -0.22855 -0.85324 0.000
H -0.36435 -4.04503 0.48340 0.000
H -1.65227 -3.54233 -0.41572 0.000
H -3.03452 -1.50606 1.71230 0.000
H 0.01416 0.13107 -1.64806 0.000
H -0.23736 -1.55976 -1.49003 0.000
H 1.85927 -0.22586 -3.44564 0.000
H 1.85037 1.04155 -2.23280 0.001
H 3.33223 0.13554 -2.50025 -0.001
H 1.78907 -3.18119 -1.47431 0.001
H 1.18749 -2.37438 -2.89524 0.001
H 2.91840 -2.40240 -2.63150 0.001
H 3.17336 -2.93563 1.81899 0.002
H 1.51598 -2.65346 2.23907 0.001
H 1.89671 -3.17431 0.61915 0.000
H 3.06264 -0.52177 3.00945 0.000
H 3.65044 0.55337 1.70984 0.000
H 4.33554 -1.06007 1.91419 -0.001
H 1.34631 0.79478 1.28312 0.001
H 0.78231 -0.46867 2.36652 0.000
Cl -3.77126 4.60103 0.22340 0.000
C -4.20008 3.36410 -0.98869 0.000
C -4.07422 3.88365 -2.39603 0.000
Cl -5.30202 5.12090 -2.77742 0.000
H -5.21281 3.02983 -0.77822 0.000
H -3.52077 2.52713 -0.84625 0.000
H -4.21890 3.06549 -3.09935 0.000
H -3.09535 4.32297 -2.56910 0.000



Entry 5:
87
Properties=species:S:1:pos:R:3:lowdin_charge:R:1 method="wB97M-V/def2-TZVPD" e_above_lowest_ev=0.197 lumo_ev=1.97 charge=-1 homo_energy_ev=-5.558
Mg 0.55311 -0.12162 1.71868 0.650
O 1.78775 -5.60395 5.89781 -0.040
C 2.07054 -4.42243 6.17195 -0.694
O 2.54640 -3.90341 7.20122 -0.045
C 1.80022 -3.43257 5.03381 -0.072
C 1.59416 -3.86567 3.73439 0.068
C 1.41088 -2.93616 2.72725 -0.193
N 1.36308 -1.62578 2.94938 0.117
C 1.54926 -1.19674 4.21501 -0.188
C 1.79410 -2.05923 5.26125 0.054
C 1.54819 0.29892 4.40637 -0.182
C 1.42369 0.87796 5.66078 0.001
C 1.53601 2.24944 5.76915 -0.050
C 1.77372 3.00593 4.63174 -0.054
C 1.83327 2.35944 3.41392 -0.104
N 1.70387 1.03618 3.29009 0.084
C 1.28791 -3.35417 1.29926 -0.229
C 0.34184 -4.29687 0.92355 -0.005
C 0.23788 -4.62953 -0.41449 -0.050
C 1.08972 -4.02146 -1.32215 -0.051
C 2.01072 -3.10092 -0.84797 -0.149
N 2.11499 -2.75911 0.43686 0.133
H 1.60354 -4.92849 3.52878 0.129
H 2.01688 -1.71736 6.26164 0.116
H 1.22516 0.26190 6.52533 0.119
H 1.43497 2.72633 6.73604 0.110
H 1.89122 4.07975 4.68080 0.102
H 1.97755 2.90312 2.48857 0.109
H -0.31677 -4.72605 1.66810 0.122
H -0.51035 -5.33855 -0.74574 0.109
H 1.03400 -4.23761 -2.38090 0.109
H 2.68847 -2.60114 -1.53252 0.104
C 0.62184 3.41779 -0.96366 0.014
C 0.19175 2.38593 0.03430 -0.549
N -1.10004 2.27010 0.34674 0.224
O 1.02170 1.64967 0.56152 -0.017
H -0.21628 3.89700 -1.46909 0.071
H 1.26800 2.93293 -1.69742 0.086
H 1.20576 4.17706 -0.44124 0.090
H -1.78227 2.87280 -0.07492 0.113
H -1.34478 1.65208 1.12614 0.067
C -3.40419 0.00395 1.81364 0.026
C -2.32495 0.05876 2.89916 -0.465
O -1.13715 0.47509 2.42062 -0.197
C -2.78803 1.07301 3.97589 -0.555
F -2.89904 2.29345 3.41520 0.135
F -3.99288 0.78119 4.49823 0.144
F -1.93554 1.19287 4.99647 0.159
C -2.17275 -1.36513 3.49217 -0.545
F -3.33593 -1.86652 3.93457 0.155
F -1.70384 -2.18610 2.53531 0.158
F -1.30093 -1.41771 4.50704 0.168
H -3.54947 1.00690 1.41336 0.086
H -4.36118 -0.36209 2.18295 0.093
H -3.04631 -0.64941 1.01731 0.102
C -1.57372 3.85268 -6.56622 -0.057
C -1.71000 2.36721 -6.33551 -0.235
C -2.39090 1.58904 -7.26375 -0.068
C -2.56730 0.22834 -7.04308 -0.092
C -2.01010 -0.36232 -5.92522 -0.022
C -1.29633 0.39842 -4.99799 -0.205
N -0.74628 -0.26898 -3.89124 0.100
C 0.52774 -0.09217 -3.38593 -0.200
C 1.54354 0.44870 -4.18702 -0.043
C 2.83934 0.55942 -3.71310 -0.093
C 3.16300 0.12801 -2.43048 -0.088
C 2.15446 -0.39123 -1.63214 -0.077
C 0.84017 -0.50340 -2.07404 -0.066
C -0.22098 -1.04594 -1.14658 -0.573
O -1.20621 -1.61321 -1.63683 0.023
O -0.00869 -0.91545 0.09581 -0.072
C -1.18837 1.78181 -5.17128 -0.169
C -0.60591 2.65593 -4.09196 -0.049
H -1.82744 4.10367 -7.59583 0.071
H -0.55911 4.20447 -6.37088 0.078
H -2.23962 4.42355 -5.91232 0.082
H -2.79484 2.05545 -8.15575 0.101
H -3.11615 -0.37429 -7.75674 0.097
H -2.09760 -1.42848 -5.75544 0.113
H -1.33156 -0.86118 -3.30437 0.114
H 1.30310 0.75311 -5.19920 0.113
H 3.60639 0.97350 -4.35811 0.097
H 4.17789 0.19571 -2.06022 0.098
H 2.38175 -0.73756 -0.62930 0.095
H 0.41856 2.97660 -4.30894 0.090
H -0.58194 2.12811 -3.13782 0.066
H -1.21235 3.55670 -3.97079 0.078



Entry 6:
22
Properties=species:S:1:pos:R:3:lowdin_spin:R:1 method="wB97M-V/def2-TZVPD" e_above_lowest_ev=1.442 lumo_ev="-2.81 / -7.29" s_squared=0.754 charge=+1 multiplicity=2 homo_energy_ev="-13.237 / -13.219"
N -1.30776 1.77750 1.44171 0.003
C -0.72290 0.54117 0.99536 0.006
C 0.41335 0.00500 1.87737 0.004
O 0.27790 -1.37995 2.21001 0.010
C -0.41001 0.75505 -0.48142 0.058
N 0.48271 -0.22255 -1.10237 0.646
C 0.27450 -1.63048 -0.84749 0.068
C 0.92486 0.08589 -2.45485 0.062
H -1.23354 1.91613 2.43755 0.000
H -1.03300 2.59485 0.92373 0.000
H -1.49949 -0.22670 1.06598 0.000
H 1.35439 0.03436 1.31833 0.002
H 0.58060 0.52406 2.81560 0.000
H -0.61732 -1.71274 2.12317 0.000
H -1.34489 0.79320 -1.03332 0.033
H 0.14315 1.68644 -0.61589 0.009
H 0.61546 -1.87833 0.16201 0.020
H -0.78747 -1.86246 -0.93085 0.031
H 0.85441 -2.28864 -1.49372 0.001
H 1.96516 -0.19969 -2.61006 0.018
H 0.29306 -0.43522 -3.15528 0.028
H 0.77681 1.12310 -2.64559 0.001



Values for max |F|, eV Å⁻¹, ordered as above
7.56, 3.69, 0.77, 1.61, 0.94, 2.20
Values for energy, eV, ordered as above
-69143.289, -72641.835, -7768.918, -58084.802, -80384.614, -10430.740